Molecular formula: C26H31AsFeN4O7S3
Method: DFT, wB97M-V/def2-TZVPD

Calculated values
<S²>: 6.009
HOMO (spin up / spin down): -0.0768 / -0.0772 Eh
Orbital gap (spin up / spin down): 6.43 / 6.44 eV
Energy relative to the best compared isomer or geometry (same formula, charge and spin): 52.83 kJ/mol
E: -175493.4805 eV

The geometry in ORCA input format:
```
! RIJCOSX wB97M-V def2-TZVPD def2/J DEFGRID3
* xyz -2 5
As -2.2202 1.3979 -2.0146
Fe 0.3942 0.3035 -0.0494
S 2.7510 -0.6134 0.7794
S -0.0297 2.7246 0.4579
S 3.2050 0.3620 3.6368
O -0.8060 -1.3472 -0.7193
O 2.5197 1.8194 -6.1915
O 1.2320 2.1665 1.0021
O -0.3369 4.0719 0.8917
O 1.6936 4.3185 -2.5034
O -1.0946 1.7312 0.8040
O 0.1536 2.6603 -1.0489
N 0.9433 -0.5499 2.7978
N 2.5681 3.1362 -4.3681
N 1.2935 -0.2925 -2.1712
N 0.0133 -0.9253 1.8482
C 2.1263 -0.2973 2.3616
C 4.3197 -2.3955 5.5293
C 3.8582 -3.5638 6.1195
C -2.9584 -2.9942 1.7182
C 4.1599 -2.1684 4.1622
C -2.7185 -2.6580 -1.0051
C 2.2758 0.7249 -4.0994
C -0.6856 -2.5628 3.4998
C -1.9102 2.2052 -3.8096
C 2.7388 3.5350 -2.9646
C 3.0448 -4.3070 3.9887
C -0.8156 -1.8434 2.1730
C -3.9205 -3.5365 0.8872
C 1.4492 0.7505 -2.9845
C 3.2121 -4.5233 5.3503
C -1.7385 -2.0307 -0.1736
C -3.0964 3.0100 -1.3059
C 2.8878 -0.4734 -4.4274
C 4.5769 -0.8573 3.5501
C 1.9154 -1.4254 -2.4651
C -3.7754 -3.3754 -0.4961
C 2.7007 -1.5673 -3.5987
C 3.5215 -3.1447 3.3954
C 2.4556 1.9247 -4.9691
C -3.9866 0.5720 -2.4890
C -1.8557 -2.2766 1.2361
H -1.4550 1.4838 -4.4928
H -4.5036 -3.8142 -1.1726
H -2.6036 -2.5141 -2.0749
H -4.3936 0.1426 -1.5702
H -0.8905 -3.6263 3.3823
H -3.8516 -0.2434 -3.2048
H 4.8173 -0.9514 2.4926
H 2.9005 2.6427 -2.3610
H -2.3470 3.6849 -0.9003
H 4.7912 -1.6296 6.1380
H 3.4981 -0.5308 -5.3199
H -3.7545 2.7207 -0.4847
H 3.9947 -3.7219 7.1840
H 2.5316 -5.0441 3.3814
H 3.6471 4.1397 -2.9309
H 2.8292 -5.4254 5.8146
H -2.8369 2.5778 -4.2516
H 3.1572 -2.5212 -3.8265
H -4.7656 -4.0801 1.2950
H 5.3936 -0.3957 4.1047
H 0.8671 1.6283 -2.7261
H 2.5817 3.8994 -5.0265
H 3.3692 -2.9632 2.3366
H -1.2168 3.0387 -3.6690
H 1.0854 3.7866 -1.9484
H 1.7529 -2.2406 -1.7677
H -4.7042 1.2901 -2.8975
H -3.6817 3.5180 -2.0768
H 0.3181 -2.4261 3.8906
H -3.0765 -3.1073 2.7904
H -1.3894 -2.1448 4.2271
*
```